22
Properties=species:S:1:pos:R:3:mulliken_charge:R:1 method="wB97M-V/def2-TZVPD" mol_weight_g_mol=138.2 relative_energy_kcal_mol=43.5 smiles=CNC[C@@H](N)CS.O energy_ha=-743.664480 e_homo_ev=-8.6 gap_ev=9.26 multiplicity=1
N -2.0071 1.1765 -1.2545 -0.6495
C -1.3406 0.1751 -0.4382 0.2652
C -2.1490 -0.1412 0.8094 -0.6626
S -1.5505 0.8257 2.1759 -0.2519
C -1.0511 -1.2098 -1.1497 -0.9560
N 0.3395 -1.6723 -1.0771 -0.3826
C 1.2651 -0.7246 -1.6216 -0.8422
H -2.9142 0.8965 -1.5784 0.2135
H -1.4493 1.4932 -2.0248 0.2375
H -0.3696 0.5440 -0.0583 0.3023
H -3.2334 0.2226 0.7640 0.3472
H -2.4490 -1.1561 1.0044 0.4120
H -2.1914 0.2638 3.1956 0.1138
H -1.3884 -1.2560 -2.2054 0.3744
H -1.7696 -2.0437 -0.7066 0.2953
H 0.4589 -1.7923 -0.0552 0.2815
H 1.2685 0.3008 -1.3251 0.3123
H 1.3706 -0.6289 -2.7640 0.2557
H 2.3417 -0.9951 -1.4357 0.3342
H 6.0071 1.4608 3.6767 0.3183
H 4.9359 2.1702 3.1404 0.3141
O 5.8761 2.0908 2.9280 -0.6325

21
Properties=species:S:1:pos:R:3:mulliken_charge:R:1 method="wB97M-V/def2-TZVPD" mol_weight_g_mol=104.2 relative_energy_kcal_mol=7.4 energy_ha=-324.975458 e_homo_ev="-4.3 / -8.7" gap_ev="5.34 / 9.64" multiplicity=2 s2=0.753
C 0.6589 1.8964 -2.0172 -1.0128
C -1.0977 0.8100 -0.5560 0.1948
N -0.2574 0.8435 -1.6807 -0.1721
N -0.9437 1.7913 0.4369 -0.3808
N -1.9295 -0.2816 -0.3795 -0.3910
H -0.1796 0.0164 -2.2405 0.2207
H -0.2444 2.5072 0.3917 0.1308
H -1.4488 1.6423 1.2873 0.2119
H -2.9234 -0.1754 -0.5047 0.1415
H -1.4809 -1.1806 -0.2955 0.1371
H 0.7600 1.9338 -3.0976 0.3544
H 1.6244 1.8472 -1.4933 0.2790
H 0.2396 2.8763 -1.7628 0.3086
C 0.9846 -2.4469 1.0646 -0.8744
C 0.8660 -1.2015 1.9353 -0.7055
H 1.5583 -2.2369 0.1569 0.2505
H 1.4651 -3.2809 1.5715 0.3316
H 0.0228 -2.7376 0.6364 0.2193
H 0.8706 -0.3004 1.3405 0.1445
H 1.5520 -1.1619 2.7707 0.3604
H -0.0969 -1.1606 2.4361 0.2518

21
Properties=species:S:1:pos:R:3:mulliken_charge:R:1 method="wB97M-V/def2-TZVPD" mol_weight_g_mol=104.2 relative_energy_kcal_mol=21.3 smiles=NCC[NH2+]CCN energy_ha=-324.830947 e_homo_ev=-13.8 gap_ev=11.04 multiplicity=1 total_charge=+1
N 1.9487 0.0264 -1.6102 -0.5768
C 2.3560 -0.2592 -0.2119 -0.6748
C 1.2100 -0.9928 0.4395 -0.6118
N 0.0261 -0.0630 0.3538 -0.2726
C -1.2665 -0.5352 0.9183 -0.5598
C -2.4207 0.3286 0.3893 -0.4489
N -1.9421 1.6258 -0.1198 -0.5893
H 2.5897 0.7378 -1.9446 0.2606
H -0.0723 0.0822 -0.6559 0.4730
H 2.2212 -0.8240 -2.1047 0.2247
H 2.5302 0.6788 0.3233 0.3725
H 3.3027 -0.7908 -0.1356 0.4239
H 1.3610 -1.2750 1.4696 0.3825
H 0.8984 -1.8589 -0.1425 0.3624
H 0.2828 0.8896 0.6337 0.4270
H -1.3838 -1.5651 0.5860 0.3059
H -1.1702 -0.5399 2.0025 0.3736
H -3.0740 0.5944 1.2168 0.3951
H -3.0322 -0.1944 -0.3436 0.2921
H -1.7260 1.5989 -1.1068 0.1937
H -2.6388 2.3355 0.0428 0.2470

21
Properties=species:S:1:pos:R:3:mulliken_charge:R:1 method="wB97M-V/def2-TZVPD" mol_weight_g_mol=104.2 relative_energy_kcal_mol=13.4 energy_ha=-324.843526 e_homo_ev=-14.7 gap_ev=11.49 multiplicity=1 total_charge=+1
C -2.4753 -0.9111 -0.7615 -0.8762
C -2.5283 0.2845 0.1627 -0.7028
H -2.2311 -1.8471 -0.2481 0.2768
H -3.4575 -1.1162 -1.1645 0.3330
H -1.7563 -0.7804 -1.5619 0.2561
H -1.5854 0.8417 0.2377 0.1226
H -2.8864 0.1202 1.1832 0.3179
H -3.2391 1.0584 -0.1461 0.3169
C 1.0912 1.1111 -1.3066 -1.0063
C 1.7165 -0.2120 0.6378 0.6786
N 1.2843 -1.1769 1.4937 -0.4653
N 1.1391 -0.1747 -0.5629 -0.1789
N 2.5857 0.6934 1.0359 -0.3328
H 1.3213 -2.1612 1.2758 0.2553
H 1.5804 -1.1136 2.4628 0.2340
H 0.2365 -0.6236 -0.4547 0.1760
H 2.9860 1.2808 0.3346 0.2445
H 3.0819 0.5187 1.8946 0.2375
H 0.1467 1.1251 -1.8241 0.3486
H 1.8621 1.1340 -2.0747 0.3533
H 1.1279 1.9490 -0.6138 0.4112

21
Properties=species:S:1:pos:R:3:mulliken_charge:R:1 method="wB97M-V/def2-TZVPD" mol_weight_g_mol=104.2 relative_energy_kcal_mol=18.6 energy_ha=-324.835268 e_homo_ev=-14.6 gap_ev=11.49 multiplicity=1 total_charge=+1
C -0.6165 0.7940 2.8495 -0.7894
C 0.5927 1.4645 2.1501 -0.7401
H -0.4731 0.5333 3.8850 0.3414
H -1.4649 1.5064 2.8811 0.2614
H -0.9898 -0.0229 2.2385 0.1813
H 1.1967 0.8576 1.4714 0.1884
H 0.3398 2.3754 1.5972 0.2479
H 1.2867 1.6682 2.9800 0.3022
C -0.0249 -2.5949 -1.2880 -0.8401
C 0.0005 -0.0466 -1.6050 0.9320
N -0.5368 -1.2119 -1.2996 -0.2483
N 1.2533 0.0952 -2.0086 -0.4057
N -0.8270 1.0093 -1.5109 -0.4302
H -1.5193 -1.1921 -1.0663 0.2167
H 1.9015 -0.5486 -2.4303 0.2184
H 1.5913 1.0258 -2.2053 0.2014
H -1.6917 1.1290 -1.0060 0.2130
H -0.5336 1.9416 -1.7630 0.1996
H 1.0461 -2.6932 -1.5813 0.3015
H -0.6062 -3.1527 -2.0242 0.3303
H 0.0755 -2.9375 -0.2644 0.3185

21
Properties=species:S:1:pos:R:3:mulliken_charge:R:1 method="wB97M-V/def2-TZVPD" mol_weight_g_mol=104.2 relative_energy_kcal_mol=38.3 energy_ha=-324.803866 e_homo_ev=-14.3 gap_ev=10.54 multiplicity=1 total_charge=+1
C -1.8224 -0.6180 -2.1407 -0.9796
C 0.4967 -0.2564 -1.4725 0.6104
N -0.6863 0.2578 -1.9682 -0.1114
N 0.6540 -1.5996 -0.9968 -0.3193
N 1.6935 0.5701 -1.3023 -0.5369
H -0.7755 1.1677 -2.4160 0.2794
H -0.0159 -2.3368 -0.9740 0.1878
H 1.6459 -1.9512 -0.9430 0.2826
H 1.7511 1.5182 -1.7114 0.2755
H 1.9824 0.6175 -0.3636 0.2871
H -1.8827 -1.3605 -1.3681 0.3217
H -1.8805 -1.2769 -3.0647 0.3344
H -2.7217 -0.0716 -1.9673 0.3748
C -0.0725 0.6030 1.8800 -0.5125
C 0.5847 0.7546 3.2316 -0.9905
H -1.0419 1.1481 1.7895 0.3368
H 0.5127 0.9709 1.0769 0.0341
H -0.2997 -0.4741 1.6501 0.2347
H 1.1536 -0.1062 3.5872 0.3002
H -0.3554 0.7866 3.9304 0.2567
H 1.0799 1.6568 3.5429 0.3338